Record 1
Density functional theory data (ωB97M-V/def2-TZVPD) for a structure of composition C48H55CrN2OP2S2SiTe.

The geometry in XYZ format:
```
113
Properties=species:S:1:pos:R:3:forces:R:3:mulliken_charge:R:1
Cr -0.6619 0.3296 -0.8906 -1.23 1.28 -1.10 1.02
S -2.0478 2.1632 -0.3608 0.04 -0.16 0.23 -0.43
C -2.2994 2.9721 -1.8948 -0.09 0.07 -0.21 -0.23
C -2.7962 4.2771 -1.9025 0.04 -0.09 -0.03 -0.61
C -3.0390 4.9390 -3.0939 -0.09 0.06 0.04 -0.71
C -2.8117 4.2921 -4.3025 -0.04 0.06 -0.06 -0.55
C -2.3121 3.0012 -4.3095 -0.01 0.01 0.10 -0.74
C -2.0287 2.3342 -3.1144 0.05 0.09 -0.01 0.48
S -1.3144 0.7371 -3.1688 0.17 -0.20 0.22 -0.55
H -2.9866 4.7645 -0.9539 0.00 0.01 0.00 0.44
H -3.4204 5.9531 -3.0729 0.01 0.00 -0.04 0.37
H -3.0262 4.7980 -5.2366 0.03 -0.02 -0.01 0.36
H -2.1323 2.4811 -5.2426 0.04 0.04 -0.02 0.45
Te -4.1320 -0.9051 1.8165 0.76 -0.91 0.25 0.21
C -4.1225 -2.6948 3.0175 -0.16 0.29 -0.07 0.09
C -4.3975 -3.9318 2.4467 -0.04 0.00 -0.02 -0.27
C -4.2138 -5.0777 3.2051 0.03 0.02 0.04 -0.44
N -3.7826 -5.0684 4.4659 0.04 -0.11 0.06 -0.66
C -3.5228 -3.8815 5.0078 0.00 -0.06 -0.02 -0.32
C -3.6792 -2.6780 4.3346 -0.06 0.09 0.00 -0.16
C -2.2188 -1.4959 1.1055 -0.73 1.26 -0.36 -1.04
P -2.0976 -1.5301 -0.6969 0.23 -1.59 0.88 1.64
C -0.9121 -2.9196 -0.9638 0.00 -0.08 -0.19 0.40
C -0.7381 -3.9269 -0.0188 -0.01 -0.02 -0.08 0.12
C 0.2486 -4.8862 -0.1893 -0.04 -0.03 0.03 -0.58
C 1.0634 -4.8534 -1.3121 0.03 -0.05 -0.03 -0.88
C 0.8720 -3.8760 -2.2792 0.05 -0.01 -0.04 -0.37
C -0.1113 -2.9142 -2.1058 -0.10 0.01 0.09 -1.04
C -3.6135 -2.2418 -1.4142 -0.01 0.54 -0.40 0.87
C -3.7543 -3.6020 -1.6711 0.03 0.08 0.14 -0.36
C -4.9149 -4.0823 -2.2605 -0.06 -0.06 0.03 -0.74
C -5.9373 -3.2111 -2.6061 0.04 -0.02 -0.01 -0.54
C -5.7930 -1.8505 -2.3720 -0.07 0.03 0.00 -0.68
C -4.6364 -1.3679 -1.7835 0.08 0.01 0.00 -0.31
P -0.7594 -0.4382 1.4391 -0.63 -1.22 0.92 0.92
C 0.4369 -1.7188 1.9897 0.23 0.23 -0.07 -0.09
C 1.6987 -1.7776 1.4115 -0.16 0.04 0.06 0.19
C 2.6194 -2.7327 1.8247 0.07 -0.05 -0.06 -0.40
C 2.2727 -3.6481 2.8042 0.00 -0.04 -0.05 -0.90
C 0.9941 -3.6245 3.3535 -0.04 -0.03 0.04 -0.69
C 0.0812 -2.6671 2.9482 0.02 -0.02 -0.06 -0.32
C -1.0746 0.4602 3.0086 0.14 0.40 -0.20 1.44
C -0.4630 0.1526 4.2225 -0.01 -0.05 -0.09 -0.74
C -0.8326 0.8139 5.3857 0.02 0.00 0.09 -0.78
C -1.7932 1.8120 5.3522 -0.02 0.01 0.02 -0.63
C -2.3583 2.1744 4.1391 0.02 0.01 0.01 -0.98
C -1.9976 1.5094 2.9786 0.11 0.02 0.00 -0.28
H -4.7351 -4.0028 1.4196 0.01 -0.01 0.00 0.43
H -4.4147 -6.0595 2.7867 -0.02 0.04 -0.05 0.37
H -3.1626 -3.9026 6.0324 -0.02 0.07 -0.01 0.38
H -3.4429 -1.7403 4.8246 0.03 -0.02 0.01 0.34
H -1.3787 -3.9421 0.8549 0.04 0.09 0.07 0.42
H 0.3866 -5.6523 0.5643 0.02 0.00 0.00 0.45
H 1.8457 -5.5932 -1.4344 0.00 0.01 -0.01 0.34
H 1.4999 -3.8553 -3.1620 -0.01 0.01 0.01 0.41
H -0.2590 -2.1395 -2.8509 0.08 0.01 -0.01 0.26
H -2.9571 -4.2839 -1.4076 -0.01 -0.02 -0.04 0.37
H -5.0135 -5.1431 -2.4566 -0.01 0.00 0.01 0.41
H -6.8398 -3.5913 -3.0687 0.00 0.01 -0.01 0.37
H -6.5803 -1.1645 -2.6583 0.01 0.01 0.02 0.42
H -4.5079 -0.3044 -1.6165 -0.01 0.02 -0.02 0.40
H 1.9402 -1.0899 0.6119 0.03 -0.05 0.07 -0.46
H 3.6027 -2.7672 1.3700 -0.01 0.00 -0.02 0.42
H 2.9853 -4.3990 3.1238 0.00 0.01 0.00 0.37
H 0.7060 -4.3624 4.0932 0.01 0.02 0.01 0.42
H -0.9232 -2.6594 3.3542 -0.06 -0.02 0.01 0.47
H 0.3054 -0.6041 4.2739 -0.01 -0.06 -0.01 0.38
H -0.3657 0.5425 6.3250 0.02 0.00 -0.02 0.41
H -2.0934 2.3107 6.2657 0.03 0.02 0.00 0.37
H -3.0888 2.9725 4.0967 0.01 0.00 -0.03 0.44
H -2.4147 1.8268 2.0336 -0.13 -0.05 0.04 0.06
O 1.1079 -0.2588 -1.4675 0.40 0.16 0.09 -0.15
N 1.1558 0.9886 -1.0314 0.63 -0.46 -0.27 1.08
C 1.4045 2.9378 1.3367 0.02 -0.03 -0.12 -1.72
C 2.7946 2.5526 0.8011 0.04 0.01 -0.08 3.28
C 3.3408 1.4770 1.7533 -0.04 -0.05 -0.19 -2.35
C 3.7325 3.7641 0.9038 -0.02 -0.04 -0.09 -2.04
Si 2.6558 1.9038 -1.0320 0.81 0.69 0.13 -3.11
C 4.1434 0.7609 -1.5277 -0.15 -0.08 0.03 3.16
C 5.4872 1.4297 -1.2034 -0.14 0.12 0.05 -1.92
C 4.0948 0.4723 -3.0364 -0.09 0.09 0.06 -2.08
C 4.1076 -0.6048 -0.8160 -0.12 0.15 0.01 -1.79
C 2.4081 3.3695 -2.2910 0.02 -0.09 0.15 2.67
C 1.3435 4.3206 -1.7190 -0.02 -0.13 0.08 -1.95
C 1.8689 2.8634 -3.6349 0.01 -0.19 0.05 -1.43
C 3.6919 4.1645 -2.5652 -0.01 -0.09 0.12 -2.05
H 1.4718 3.1687 2.4055 0.03 0.00 0.02 0.55
H 0.6948 2.1170 1.2123 -0.01 0.10 0.08 0.23
H 0.9880 3.8071 0.8313 -0.05 -0.03 0.03 0.24
H 3.4368 1.8997 2.7589 -0.06 0.03 0.01 0.66
H 4.3270 1.1201 1.4552 0.00 -0.01 0.08 0.30
H 2.6629 0.6238 1.8170 0.07 -0.01 0.04 0.45
H 3.8407 4.0648 1.9519 -0.03 -0.03 0.02 0.53
H 3.3504 4.6243 0.3557 0.03 0.02 0.02 0.37
H 4.7294 3.5322 0.5212 0.03 0.07 0.04 0.33
H 5.5692 2.4245 -1.6451 0.07 -0.03 0.02 0.31
H 6.3057 0.8182 -1.5980 0.00 -0.03 0.00 0.58
H 5.6349 1.5294 -0.1268 0.06 -0.01 -0.02 0.33
H 4.3270 1.3625 -3.6221 0.03 -0.06 -0.02 0.41
H 3.1094 0.1093 -3.3356 0.02 -0.03 -0.05 0.28
H 4.8307 -0.2992 -3.2879 0.04 0.00 0.02 0.55
H 4.0048 -0.5126 0.2651 0.09 -0.06 -0.07 0.16
H 5.0376 -1.1468 -1.0216 0.02 0.02 -0.04 0.61
H 3.2760 -1.2014 -1.1843 -0.03 -0.09 0.01 0.13
H 0.4411 3.7744 -1.4299 -0.05 0.07 -0.02 0.23
H 1.0533 5.0569 -2.4754 0.03 -0.01 -0.05 0.65
H 1.7101 4.8671 -0.8497 -0.05 0.02 -0.01 0.25
H 1.0104 2.2107 -3.4954 -0.18 -0.07 -0.06 0.03
H 2.6170 2.3119 -4.2039 -0.03 0.05 -0.01 0.28
H 1.5455 3.7157 -4.2417 0.02 0.02 0.01 0.53
H 4.1245 4.5804 -1.6536 0.04 0.03 -0.06 0.33
H 3.4657 4.9967 -3.2405 -0.02 0.01 -0.01 0.55
H 4.4497 3.5450 -3.0487 0.00 0.06 -0.04 0.30
```
Forces are in eV/Å.

Its spin multiplicity is 5. The value obtained for the total energy is -139539.3883 eV. For the energy relative to the best compared isomer or geometry (same formula, charge and spin), the calculation gives 25.74 kcal per mole. As for the HOMO energy (spin up / spin down): -4.12 / -4.29 eV. The expectation value of S² is 6.061. As for the orbital gap (spin up / spin down): 6.435 / 6.213 eV. As for the net charge: -1.

***

Record 2
Density functional theory data (ωB97M-V/def2-TZVPD) for an isolated molecule of C5H5N.

The geometry in XYZ format:
```
11
Properties=species:S:1:pos:R:3:forces:R:3:nbo_charge:R:1
C 0.0322 0.3587 0.3738 -2.44 1.00 1.24 -0.21
C 1.1807 -0.3876 0.0244 2.52 -1.33 -0.28 -0.02
C 2.2286 -0.9589 -0.1471 0.86 -0.04 0.27 -0.20
C -1.2214 -0.3829 0.1297 -0.90 -0.30 -0.76 -0.01
C -2.2695 -0.9067 -0.1583 0.10 -0.04 0.21 -0.21
H -0.7328 2.2523 0.0727 0.41 -0.21 -0.03 0.37
H 0.9623 2.0796 -0.1272 -1.92 -0.35 -0.38 0.37
H 0.0123 0.5338 1.4739 0.43 -0.33 -0.32 0.22
H 3.2536 -1.3922 -0.1741 -1.67 0.51 -0.18 0.25
H -3.2105 -1.4011 -0.3879 0.79 0.41 0.19 0.24
N 0.0017 1.6561 -0.3131 1.83 0.68 0.04 -0.80
```
Forces are in eV/Å.

The value obtained for the total energy is -6751.6867 eV. For the energy relative to the best compared isomer or geometry (same formula, charge and spin), the calculation gives 97.34 kcal per mole. As for the HOMO energy: -9.70 eV. As for the orbital gap: 10.581 eV.

***

Record 3
Density functional theory data (ωB97M-V/def2-TZVPD) for a cluster of 2 separate species, C3H9N2 in total.

The geometry in XYZ format:
```
14
Properties=species:S:1:pos:R:3:forces:R:3:nbo_charge:R:1
C 1.0452 -0.5451 -0.3394 -1.23 0.35 -0.09 0.01
N 1.7905 -0.3309 0.8705 -1.28 0.40 0.02 -0.87
H 0.3394 -1.4101 -0.5892 1.94 0.56 1.02 0.23
H 1.4896 -0.0862 -1.2020 0.08 -0.14 -0.74 0.20
H 1.9153 0.6744 1.0402 -0.01 -0.49 -0.23 0.39
H 2.7254 -0.7218 0.8834 -0.09 -0.49 -0.33 0.42
C -0.6267 0.7264 -1.0211 2.81 -0.02 -0.67 -0.27
C -0.7809 0.3756 0.3179 -3.06 0.66 0.39 0.09
N -1.8095 -0.4348 0.7847 1.28 -0.60 -1.00 -0.78
H -0.2458 1.6918 -1.4024 0.28 -0.35 1.12 0.26
H -0.6652 0.0877 -1.9178 -1.29 -0.22 0.81 0.24
H -0.4596 0.9642 1.1668 0.46 0.71 -0.52 0.25
H -2.5241 0.0179 1.3539 0.68 -0.23 0.21 0.43
H -2.1936 -1.0092 0.0546 -0.58 -0.14 0.00 0.39
```
Forces are in eV/Å.

The value obtained for the total energy is -6226.6416 eV. For the energy relative to the best compared isomer or geometry (same formula, charge and spin), the calculation gives 101.62 kcal per mole. As for the HOMO energy: -14.20 eV. As for the orbital gap: 9.142 eV. As for the net charge: +1.

***

- Which of these has the lowest energy relative to the best compared isomer or geometry (same formula, charge and spin)?
  C48H55CrN2OP2S2SiTe